1.
The following is a quantum chemistry calculation of a 3-piece molecular cluster, C3H3FO3 overall, from the OMol25 dataset.

Each line ends with the Löwdin spin population.
Geometry (Å):
C1 1.849 -0.678 0.903  0.005
C2 -1.583 1.205 -1.562  0.522
C3 0.839 -1.533 0.890  0.005
O1 2.739 0.051 0.999  0.001
O2 -2.147 0.211 -1.847  0.154
O3 -0.732 1.297 0.287  1.134
F1 -1.464 2.411 -1.996  0.147
H1 -0.517 0.389 0.502  0.031
H2 0.542 -1.771 -0.085  0.000
H3 0.473 -1.582 1.910  0.001

Values from the calculation:
Net charge   0
Spin multiplicity   3
Total energy   -441.4570 Ha
⟨S²⟩   2.0063


2.
The following is a quantum chemistry calculation of one molecule with the formula C3H3FOS, from the OMol25 dataset.

Each line ends with the Löwdin charge.
Geometry (Å):
C1 -0.672 -1.362 -0.005  0.101
C2 -0.412 -0.083 -0.023  -0.388
F1 -1.418 0.785 -0.005  0.059
C3 0.934 0.584 -0.014  -0.862
O1 0.828 1.905 -0.012  0.040
S1 2.318 -0.197 -0.005  0.794
H1 0.228 -1.988 0.003  0.064
H2 -1.691 -1.742 0.004  0.089
H3 -0.115 2.098 0.056  0.103

Values from the calculation:
Net charge   0
SMILES   C=C(F)C(O)=S
Spin multiplicity   1
Total energy   -689.3689 Ha


3.
The following is a quantum chemistry calculation of C3H3FOS as an isolated structure, from the OMol25 dataset.

Each line ends with the Löwdin charge.
Geometry (Å):
C1 0.132 -0.440 0.447  -0.346
C2 -0.805 0.611 -0.016  -0.425
C3 1.082 -0.185 -0.623  -0.730
H1 0.613 0.001 1.387  0.181
H2 -1.610 0.081 -0.754  0.138
H3 -1.581 1.127 0.766  0.145
O1 1.988 -0.824 -1.087  0.082
F1 -0.341 -1.798 0.863  -0.053
S1 0.521 1.426 -0.983  1.008

Values from the calculation:
Net charge   0
Spin multiplicity   1
Total energy   -689.3445 Ha


Number 1: largest force on an atom 0.0660 Eh/bohr. Number 2: largest force on an atom 0.0307 Eh/bohr. Number 3: largest force on an atom 0.1229 Eh/bohr.